C4H5N5OS | ωB97M-V/def2-TZVPD

The geometry in XYZ format:
```
16
Properties=species:S:1:pos:R:3:forces:R:3
C -2.4281 3.3671 -1.0904 -1.8 1.4 -0.9
C -0.9548 -0.1863 -1.4744 -0.2 -0.5 -0.8
C 2.1025 -1.8797 2.2750 -0.9 1.1 -0.1
C -1.5034 2.2685 -1.1222 2.5 -1.3 -0.1
N -3.2997 4.1251 -1.2408 1.6 -1.1 0.5
N -0.2317 -1.0963 -1.7740 0.1 1.0 1.5
N 0.7682 -1.8070 -1.4822 0.7 -1.2 -1.0
N 1.2166 -1.7913 -0.1698 -1.4 1.6 1.8
N 0.5709 -1.0301 0.6162 0.8 -1.1 -1.8
O 1.0613 -0.9644 1.8762 -0.5 0.7 -0.8
S -2.3703 0.6674 -1.5106 0.2 0.1 0.4
H 1.8948 -1.7011 3.3412 0.9 -1.1 -0.1
H 3.0957 -1.4680 1.9730 -0.7 -0.8 0.1
H 1.7628 -2.8286 1.8232 1.1 0.0 0.7
H -1.0413 2.0255 -0.1157 -0.5 0.8 -1.2
H -0.6437 2.2991 -1.9247 -1.8 0.6 1.6
```
Forces are in eV/Å.

Energy relative to the best compared isomer or geometry (same formula, charge and spin), eV: 2.480
Gap between HOMO and LUMO, eV: 8.02
Spin multiplicity: 1
HOMO, eV: -8.6709

Atom charges from the Löwdin analysis, given in e for atoms 1 to 8: atom 1 (C): -0.301, atom 2 (C): -0.465, atom 3 (C): -0.072, atom 4 (C): -0.441, atom 5 (N): 0.161, atom 6 (N): -0.048, atom 7 (N): -0.063, atom 8 (N): -0.016


C4H5NO | ωB97M-V/def2-TZVPD

The geometry in XYZ format:
```
11
Properties=species:S:1:pos:R:3:forces:R:3
O 0.2474 1.4198 1.8615 0.0 -0.4 -0.4
C 0.1346 0.6312 0.9650 0.1 0.2 0.3
C -1.0602 -0.1442 0.3697 -0.1 0.1 0.0
C -0.0703 -0.7208 -0.6464 -0.1 -0.3 -0.1
N 0.6924 0.2810 -1.3450 -0.1 0.2 -0.2
C 1.1041 -0.0497 0.0129 0.3 0.0 0.2
H -1.3637 -0.9002 1.1062 0.0 0.1 -0.1
H -1.9487 0.3911 0.0235 0.2 0.0 0.0
H -0.1126 -1.7103 -1.0860 0.1 0.1 0.1
H 0.2588 1.1942 -1.4505 -0.1 -0.1 0.2
H 2.1183 -0.3920 0.1890 -0.1 0.1 0.0
```
Forces are in eV/Å.

Energy relative to the best compared isomer or geometry (same formula, charge and spin), eV: 2.062
SMILES string: O=C1C[C@H]2N[C@@H]12
Gap between HOMO and LUMO, eV: 10.53
Spin multiplicity: 1
HOMO, eV: -9.5552

Atom charges from the Löwdin analysis, given in e for atoms 1 to 8: atom 1 (O): 0.110, atom 2 (C): -0.352, atom 3 (C): -0.043, atom 4 (C): -0.241, atom 5 (N): 0.066, atom 6 (C): -0.157, atom 7 (H): 0.123, atom 8 (H): 0.111


C4H5NO | ωB97M-V/def2-TZVPD

The geometry in XYZ format:
```
11
Properties=species:S:1:pos:R:3:forces:R:3
C -0.1056 0.7174 1.4762 -0.3 0.1 0.3
C -0.1769 -0.0511 0.2281 0.7 0.1 0.0
C 0.5433 -1.0966 -0.2101 0.1 0.0 0.1
N 0.4972 -1.1339 -1.5945 -0.4 -0.1 -0.3
C -0.2771 -0.1502 -1.9045 0.1 -0.3 -0.2
O -0.7523 0.5514 -0.8558 0.3 0.1 0.0
H -1.1054 1.0613 1.7030 -0.1 0.3 0.5
H 0.3038 0.1150 2.2899 -0.2 0.0 -0.1
H 0.5588 1.5813 1.3400 -0.2 -0.1 0.0
H 1.1006 -1.7833 0.4104 0.1 0.0 -0.3
H -0.5863 0.1886 -2.8827 0.0 -0.2 0.1
```
Forces are in eV/Å.

Energy relative to the best compared isomer or geometry (same formula, charge and spin), eV: 0.467
SMILES string: Cc1cnco1
Gap between HOMO and LUMO, eV: 10.09
Spin multiplicity: 1
HOMO, eV: -9.0989

Atom charges from the Löwdin analysis, given in e for atoms 1 to 8: atom 1 (C): -0.020, atom 2 (C): -0.343, atom 3 (C): -0.097, atom 4 (N): 0.089, atom 5 (C): -0.204, atom 6 (O): 0.064, atom 7 (H): 0.080, atom 8 (H): 0.090


C4H5NO | ωB97M-V/def2-TZVPD

The geometry in XYZ format:
```
11
Properties=species:S:1:pos:R:3:forces:R:3
O 2.2640 -0.8177 -0.2993 -0.8 0.6 0.4
C 1.4102 -0.0927 0.0028 0.6 -0.7 -0.3
N -0.2970 -1.2992 -0.2115 -0.4 0.2 -0.1
C -1.5332 -1.0220 -0.3175 0.3 0.0 0.0
C -0.2520 1.6685 0.1180 0.4 0.1 0.2
C 0.9942 1.1804 0.4306 -0.3 0.0 -0.1
H -0.0731 -2.2928 -0.3095 0.1 0.2 0.0
H -1.7924 0.0341 -0.2311 0.0 -0.1 0.0
H -2.2943 -1.7861 -0.4968 0.1 0.0 0.0
H -0.2669 2.7345 0.4086 0.0 -0.1 0.0
H 1.8406 1.6930 0.9057 -0.1 0.0 -0.1
```
Forces are in eV/Å.

Energy relative to the best compared isomer or geometry (same formula, charge and spin), eV: 4.678
Gap between HOMO and LUMO, eV: 8.24
Spin multiplicity: 1
HOMO, eV: -7.8241

Atom charges from the Löwdin analysis, given in e for atoms 1 to 8: atom 1 (O): 0.168, atom 2 (C): -0.218, atom 3 (N): 0.058, atom 4 (C): -0.029, atom 5 (C): -0.005, atom 6 (C): -0.261, atom 7 (H): 0.092, atom 8 (H): 0.026


The lowest energy relative to the best compared isomer or geometry (same formula, charge and spin) belongs to which entry?
number 3


Look up the HOMO of the fourth one.
-7.8241 eV


Which value of gap between HOMO and LUMO does entry 4 give?
8.24 eV